ORCA calculation (ωB97M-V/def2-TZVPD) on a structure of composition C2H4N2OS2.

Cartesian coordinates (Å):
C1 -0.867568 -1.323402 0.005034
C2 1.946857 0.519285 -1.218867
H1 -2.228194 -0.137223 3.095126
H2 -1.114639 -2.437764 0.002680
H3 0.398650 0.797178 0.081289
H4 2.390493 -0.350555 -1.821911
N1 -1.423655 -0.531018 0.753599
N2 0.939696 0.043208 -0.367827
O1 0.276069 -1.076414 -0.770453
S1 -2.774534 -0.886675 1.559990
S2 2.478104 2.072865 -0.973174

Forces on atoms 1 to 2 (eV/Å):
1.492 -3.587 -1.255
-0.428 -0.936 1.581

Output
HOMO-LUMO gap	8.240	eV
M	136.20	g/mol
charge	0
highest occupied orbital energy	-8.79	eV
energy above the lowest of the compared OMol25 structures with the same formula, charge and spin	478.1	kJ/mol